Record 1
A structure of composition C37H52MoNO5PS3, computed with wB97M-V/def2-TZVPD.

```
100
Properties=species:S:1:pos:R:3:lowdin_charge:R:1
Mo 0.07 0.87 0.35 1.479
C -5.26 -0.54 -1.08 -0.056
C -4.61 -1.09 0.18 -0.355
C -5.18 -2.50 0.46 -0.042
C -3.10 -1.16 0.13 -0.127
C -2.35 -0.82 -0.98 0.015
C -0.97 -1.08 -1.06 -0.211
C -0.33 -1.14 -2.44 -0.363
C -0.59 0.08 -3.33 -0.048
C -0.83 -2.41 -3.14 -0.015
C -0.30 -1.63 0.08 -0.201
C -1.08 -1.93 1.26 -0.140
C -2.43 -1.67 1.25 0.021
C -0.49 -2.62 2.48 -0.354
C -1.05 -4.04 2.60 -0.027
C -0.76 -1.87 3.79 -0.039
C 0.96 -2.42 -0.08 -0.216
C 0.77 -3.80 -0.24 -0.027
C 1.83 -4.68 -0.20 -0.015
C 3.11 -4.20 0.04 -0.028
C 3.32 -2.84 0.16 -0.080
C 2.26 -1.93 0.05 -0.282
P 2.53 -0.13 0.06 1.135
C 3.76 0.27 -1.33 -0.648
C 4.90 -0.76 -1.42 -0.075
C 3.03 0.23 -2.68 -0.097
C 4.45 1.62 -1.11 -0.098
C 3.17 0.31 1.76 -0.658
C 4.49 -0.38 2.12 -0.052
C 3.34 1.82 1.95 -0.071
C 2.07 -0.20 2.68 -0.084
H -6.35 -0.53 -0.95 0.094
H -5.05 -1.17 -1.95 0.097
H -4.95 0.48 -1.30 0.049
H -4.87 -0.45 1.02 0.152
H -4.92 -3.18 -0.36 0.096
H -6.26 -2.45 0.53 0.091
H -4.80 -2.93 1.39 0.072
H -2.84 -0.44 -1.86 0.103
H 0.75 -1.24 -2.30 0.095
H -1.66 0.28 -3.44 0.074
H -0.19 -0.11 -4.32 0.100
H -0.11 0.98 -2.94 0.038
H -1.90 -2.34 -3.34 0.097
H -0.65 -3.30 -2.54 0.074
H -0.32 -2.54 -4.10 0.096
H -3.01 -1.92 2.13 0.132
H 0.59 -2.71 2.34 0.114
H -2.13 -4.02 2.76 0.089
H -0.60 -4.55 3.45 0.096
H -0.86 -4.64 1.71 0.070
H -1.83 -1.82 3.99 0.091
H -0.38 -0.86 3.79 0.044
H -0.30 -2.41 4.61 0.099
H -0.24 -4.17 -0.38 0.128
H 1.66 -5.74 -0.33 0.126
H 3.94 -4.88 0.13 0.124
H 4.32 -2.49 0.34 0.085
H 4.55 -1.73 -1.77 0.084
H 5.45 -0.87 -0.49 0.076
H 5.59 -0.38 -2.17 0.107
H 2.68 -0.78 -2.90 0.085
H 3.74 0.50 -3.46 0.106
H 2.19 0.92 -2.74 0.022
H 5.15 1.57 -0.27 0.080
H 3.78 2.46 -0.94 0.016
H 5.03 1.84 -2.00 0.104
H 5.32 -0.02 1.52 0.083
H 4.43 -1.47 2.04 0.073
H 4.72 -0.15 3.16 0.108
H 4.11 2.25 1.32 0.068
H 3.64 1.99 2.99 0.108
H 2.42 2.38 1.80 0.047
H 2.05 -1.29 2.75 0.089
H 1.05 0.11 2.36 0.017
H 2.17 0.22 3.68 0.120
C -2.26 3.07 2.90 -0.084
S -0.89 2.02 2.67 0.553
O 0.03 2.62 1.61 -0.476
O -0.28 1.74 3.92 -0.223
O -1.31 0.78 1.90 -0.438
H -1.88 3.98 3.37 0.100
H -2.94 2.57 3.59 0.102
H -2.73 3.26 1.95 0.048
O -3.48 2.41 0.06 -0.253
S -2.78 2.52 -1.19 0.711
O -3.27 1.87 -2.35 -0.236
N -1.15 2.05 -0.93 -0.245
C -0.33 3.05 -1.21 -0.704
S 1.27 2.60 -0.96 0.860
C -0.94 4.30 -1.60 -0.202
C -0.34 5.50 -1.95 0.024
C -1.16 6.57 -2.28 -0.015
C -2.55 6.43 -2.27 -0.007
C -3.16 5.22 -1.93 0.005
C -2.32 4.18 -1.59 -0.201
H 0.74 5.60 -1.96 0.129
H -0.72 7.52 -2.55 0.126
H -3.16 7.28 -2.53 0.128
H -4.23 5.12 -1.93 0.138
```

- Gap between HOMO and LUMO (alpha / beta): 6.87 / 7.11 eV
- Energy above the lowest of the compared OMol25 structures with the same formula, charge and spin: 0.0 kJ/mol
- M: 813.9 g mol⁻¹
- 2S+1: 3
- Energy: -94577.9173 eV
- ⟨S²⟩: 2.0414
- Charge: +2

Record 2
A structure of composition C37H53CsN3PSbSi3, computed with wB97M-V/def2-TZVPD.

```
99
Properties=species:S:1:pos:R:3:lowdin_charge:R:1
Cs 0.30 -0.82 -2.59 0.883
C -2.88 -1.58 1.77 -0.318
Sb -1.14 -1.25 0.50 1.360
C -1.88 0.27 -0.78 -0.636
C -2.07 1.64 -0.42 -0.451
C -1.91 2.16 0.89 -0.070
C -2.13 3.48 1.17 -0.109
C -2.52 4.35 0.14 -0.110
C -2.66 3.79 -1.11 -0.190
N -2.44 2.51 -1.41 0.054
Si -3.26 -0.38 -1.82 0.327
C -3.14 -2.25 -2.08 -0.215
C -3.38 0.34 -3.57 -0.193
C -4.95 -0.05 -1.04 -0.173
C 0.38 -0.54 2.09 -0.508
C 1.51 0.13 1.35 -0.421
C 2.54 0.81 2.01 -0.060
C 3.60 1.33 1.29 -0.053
C 3.65 1.15 -0.08 -0.067
C 2.61 0.45 -0.66 -0.216
N 1.57 -0.03 0.02 -0.009
Si -0.13 0.44 3.64 0.468
C 0.77 0.00 5.24 -0.192
C 0.22 2.29 3.45 -0.175
C -1.92 0.27 4.18 -0.184
Si 1.13 -2.26 2.52 0.419
C -0.11 -3.28 3.50 -0.169
C 2.74 -2.17 3.50 -0.166
C 1.65 -3.23 1.00 -0.187
H -3.50 -2.27 1.20 -0.010
H -3.44 -0.67 1.96 -0.007
H -2.62 -2.06 2.72 -0.027
H -1.64 1.47 1.68 0.042
H -2.01 3.85 2.18 0.096
H -2.71 5.40 0.31 0.083
H -2.96 4.42 -1.95 0.099
H -2.15 -2.63 -2.36 -0.023
H -3.83 -2.52 -2.89 0.033
H -3.45 -2.82 -1.20 0.018
H -2.55 0.02 -4.20 0.006
H -3.37 1.43 -3.53 0.006
H -4.30 0.00 -4.05 0.023
H -5.04 -0.56 -0.08 0.013
H -5.76 -0.39 -1.69 0.024
H -5.09 1.02 -0.86 0.026
H 2.52 0.91 3.08 0.090
H 4.39 1.86 1.81 0.110
H 4.46 1.53 -0.68 0.103
H 2.60 0.26 -1.73 0.021
H 1.84 0.20 5.22 0.018
H 0.62 -1.03 5.56 0.023
H 0.34 0.65 6.02 0.032
H 1.16 2.56 3.93 0.032
H -0.58 2.86 3.94 0.035
H 0.27 2.61 2.41 0.001
H -2.17 -0.76 4.44 0.023
H -2.66 0.62 3.47 0.015
H -2.02 0.87 5.09 0.035
H -0.52 -2.75 4.36 0.017
H 0.39 -4.18 3.86 0.036
H -0.94 -3.59 2.86 0.023
H 2.69 -1.70 4.48 0.006
H 3.52 -1.66 2.91 0.031
H 3.08 -3.20 3.63 0.034
H 0.83 -3.64 0.42 -0.015
H 2.29 -4.05 1.33 0.041
H 2.24 -2.61 0.31 0.033
N 1.24 -9.42 -1.84 0.106
C 1.06 -8.28 -1.94 -0.220
C 0.84 -6.87 -2.08 -0.282
C 1.69 -6.10 -2.88 -0.084
C 1.46 -4.74 -2.99 -0.196
C 0.42 -4.04 -2.35 -0.223
C -0.40 -4.88 -1.56 -0.210
C -0.21 -6.25 -1.41 -0.074
H 2.51 -6.58 -3.40 0.098
H 2.15 -4.19 -3.64 0.058
H -1.23 -4.45 -1.01 0.053
H -0.87 -6.84 -0.79 0.101
C -0.19 3.37 -4.15 -0.272
P 1.35 2.49 -3.70 0.860
C 2.49 3.11 -5.00 -0.313
C 1.86 3.45 -2.23 -0.396
C 0.99 3.46 -1.13 -0.083
C 1.34 4.13 0.03 -0.065
C 2.56 4.77 0.13 -0.091
C 3.44 4.76 -0.94 -0.100
C 3.09 4.11 -2.12 -0.110
H -0.04 4.45 -4.21 0.048
H -0.96 3.14 -3.40 0.009
H -0.54 3.00 -5.11 0.038
H 2.52 4.20 -5.05 0.043
H 2.15 2.72 -5.96 0.032
H 3.50 2.73 -4.83 0.030
H 0.04 2.95 -1.19 0.086
H 0.64 4.14 0.86 0.088
H 2.83 5.28 1.05 0.100
H 4.40 5.26 -0.87 0.097
H 3.78 4.11 -2.95 0.087
```

- Gap between HOMO and LUMO: 5.65 eV
- Energy above the lowest of the compared OMol25 structures with the same formula, charge and spin: 67.3 kJ/mol
- M: 909.7 g mol⁻¹
- Energy: -83708.9290 eV
- Charge: -1

Look up the energy above the lowest of the compared OMol25 structures with the same formula, charge and spin of the first one.
0.0 kJ/mol

Which of these has the lowest M?
C37H52MoNO5PS3